DFT (ωB97M-V/def2-TZVPD) results for a gas-phase ion, C3H7NO2P (charge -1).

XYZ file:
```
14
Properties=species:S:1:pos:R:3:forces:R:3:lowdin_charge:R:1
C -1.459680 -1.179033 -1.031526 -0.405 1.038 -0.165 -0.12
C -0.221468 -0.843860 -1.369631 1.745 -0.597 -0.342 -0.26
P 0.667387 0.729483 -0.817388 5.712 -4.610 -0.783 0.54
O 2.436895 -0.186547 -0.163223 -4.907 2.563 -2.108 -0.71
O 0.635554 1.800036 -1.853019 -0.084 -0.131 0.506 -0.41
N 0.014006 1.133678 0.593427 -1.335 0.845 0.938 -0.26
C 0.314174 0.251435 1.728580 0.224 1.251 1.522 -0.20
H -1.935938 -2.092877 -1.391085 0.083 0.150 0.301 0.03
H -2.063657 -0.406317 -0.512996 0.184 -0.792 -0.148 0.05
H 0.449087 -1.601229 -1.919012 -1.027 1.397 0.806 0.08
H 0.067113 2.146992 0.675764 -0.099 -0.424 0.560 0.08
H 0.315027 0.934411 2.663708 0.528 -1.141 -1.275 0.08
H -0.523616 -0.437179 1.941997 0.371 0.018 -0.470 0.05
H 1.305117 -0.248992 1.454404 -0.991 0.430 0.656 0.04
```
Positions in Å, forces in eV/Å.

Its energy above the lowest of the compared OMol25 structures with the same formula, charge and spin is 92.3 kcal/mol. As for the SMILES: C=C[P@@](=O)([O-])NC. The net charge is -1. As for the orbital gap: 0.2718 Eh.


DFT (ωB97M-V/def2-TZVPD) results for 2 unconnected molecules or ions with the total composition H8N2Si2.

XYZ file:
```
12
Properties=species:S:1:pos:R:3:forces:R:3:lowdin_charge:R:1
N -1.234181 2.550674 -1.711312 -1.481 -0.421 0.567 -0.10
N -1.448202 1.565279 -0.792039 0.838 -0.928 1.991 -0.38
Si -1.097256 0.721723 0.576298 -0.504 -0.062 -1.206 0.61
H -0.410759 3.109179 -1.610674 0.576 0.171 0.294 0.06
H -2.082098 3.127749 -1.665451 0.686 -0.058 -0.545 0.08
H 0.107024 0.114417 1.323531 -0.473 1.185 -0.610 -0.14
H -2.163771 -0.247298 0.968043 -0.019 0.456 -0.275 -0.11
Si 1.686746 -2.206236 0.585635 1.134 -2.456 0.606 0.54
H 3.116810 -2.567637 0.066299 -1.357 0.246 0.259 -0.10
H 1.752589 -2.322948 2.121720 -0.264 -0.072 -1.063 -0.10
H 0.521656 -2.890748 -0.108359 0.746 -0.466 0.551 -0.11
H 1.251441 -0.954155 0.246308 0.120 2.406 -0.569 -0.26
```
Positions in Å, forces in eV/Å.

Its energy above the lowest of the compared OMol25 structures with the same formula, charge and spin is 136.9 kcal/mol. As for the SMILES: NN=[SiH2].[SiH4]. The net charge is 0. As for the orbital gap: 0.3005 Eh.


DFT (ωB97M-V/def2-TZVPD) results for 5 unconnected molecules or ions with the total composition C26H52BNO13P2S.

XYZ file:
```
96
Properties=species:S:1:pos:R:3:forces:R:3:lowdin_charge:R:1
C -4.156706 -3.446207 5.501680 -0.450 0.778 -0.080 0.07
C -4.760439 -2.533076 4.944903 -0.879 -0.369 1.542 -0.12
C -5.811694 -1.433373 4.583401 1.277 -0.945 -1.316 -0.13
C -5.384103 0.055613 4.937124 -1.719 0.097 -0.508 -0.48
P -4.775891 0.508268 6.679114 0.493 0.581 0.821 1.06
C -6.051362 1.728866 7.376968 -1.817 -0.965 -0.150 -0.26
C -4.815123 -0.946278 7.877241 0.805 -0.253 0.847 -0.38
C -3.271981 -1.313433 8.198296 -0.215 0.785 -0.002 -0.18
O -6.693223 0.756550 4.883736 -0.526 1.061 -1.877 -0.28
S -6.978796 1.448443 3.396478 1.045 0.971 -1.524 0.74
O -7.610866 2.770534 3.434057 0.928 -2.886 0.690 -0.25
O -7.493898 0.449334 2.460508 0.864 1.501 1.978 -0.26
O -5.362134 1.771176 3.078837 -2.327 -1.719 0.740 -0.26
C -4.504348 0.907055 3.917535 2.105 1.380 0.616 -0.49
B -3.639092 2.061346 4.724832 0.060 0.291 0.784 -0.66
N -4.380167 3.334905 4.997562 1.151 -0.929 0.082 0.14
O -2.266761 1.890593 5.099776 -1.722 -0.095 0.549 0.03
P -3.414909 0.040427 2.628549 -0.456 -0.936 -1.510 0.98
C -2.322363 1.394708 1.835484 0.999 -0.238 1.409 -0.25
C -2.167872 -1.139517 3.414413 -0.185 -0.591 0.364 -0.29
H -3.637229 -4.223725 6.127274 -0.785 1.324 -1.399 0.07
H -5.949859 -1.485631 3.448092 0.197 0.227 1.437 0.12
H -6.848110 -1.653007 5.006068 1.673 0.219 -0.123 0.14
H -7.034333 1.143885 7.436422 1.132 0.920 0.067 0.05
H -5.812888 2.053868 8.433465 0.148 -0.377 -1.309 0.05
H -6.260212 2.599312 6.687142 0.642 -1.002 0.825 0.04
H -5.397576 -1.845734 7.526374 0.530 1.057 0.457 0.07
H -5.228849 -0.536845 8.860813 0.185 -0.573 -1.415 0.08
H -3.133889 -1.738900 9.237070 -0.329 0.229 -1.228 0.07
H -2.707927 -0.319803 8.186252 -0.543 -1.419 -0.007 0.05
H -2.814255 -1.992749 7.422698 -0.564 0.760 0.849 0.05
H -4.002251 3.824090 5.815611 0.026 0.135 -0.748 0.08
H -4.406809 3.938429 4.170068 -0.417 -0.188 0.538 0.09
H -2.238073 2.071615 6.066379 0.305 -0.028 -0.967 0.09
H -2.057394 1.068846 0.789243 -0.663 0.445 1.062 0.04
H -1.349258 1.374910 2.433948 -1.157 0.363 -0.787 0.05
H -2.771974 2.426556 1.915052 0.407 -1.154 -0.368 0.05
H -2.001234 -0.987084 4.522578 0.113 -0.003 -1.305 0.04
H -2.591696 -2.187839 3.263196 0.550 1.462 0.207 0.02
H -1.221743 -1.092459 2.794587 -1.013 0.162 0.902 0.04
C -0.195964 -1.253920 -3.009107 -0.168 -0.246 0.172 -0.07
C 0.252346 -1.361122 -1.566284 -0.051 0.013 -0.379 -0.23
O -0.855141 -1.173589 -0.665447 -0.060 0.121 0.612 0.00
C -1.704981 -2.145992 -0.296154 -0.287 -0.009 -0.156 -0.51
C -1.691739 -3.452420 -1.044340 0.392 -0.480 0.173 0.01
O -2.511973 -1.941598 0.579309 0.522 0.057 -0.349 0.04
H -0.922668 -2.029778 -3.263388 0.079 -0.059 0.015 0.07
H 0.654619 -1.343517 -3.683413 -0.068 0.119 0.088 0.07
H -0.683796 -0.295087 -3.185453 0.208 -0.026 0.016 0.08
H 0.774357 -2.298742 -1.354728 -0.149 -0.064 0.031 0.11
H 0.958220 -0.561190 -1.351205 -0.324 -0.052 0.166 0.09
H -2.457985 -3.426726 -1.820378 0.053 0.013 0.051 0.10
H -1.919430 -4.253445 -0.339837 -0.231 0.155 -0.050 0.09
H -0.730286 -3.698890 -1.489475 -0.070 0.137 -0.178 0.07
C 5.968486 -2.761274 -2.547287 -0.131 -0.100 0.123 -0.06
C 5.874640 -1.341345 -3.067485 0.193 -0.212 0.198 -0.23
O 4.508008 -0.911500 -3.151875 -0.200 0.277 -0.433 0.00
C 3.811104 -0.398814 -2.122048 -0.235 -0.055 0.229 -0.51
C 4.375206 -0.509776 -0.730136 0.428 0.441 0.189 0.02
O 2.719583 0.079357 -2.311155 0.693 -0.107 -0.301 0.09
H 5.566848 -2.847163 -1.535694 0.112 0.044 -0.005 0.07
H 7.006437 -3.098766 -2.536634 -0.042 0.037 -0.013 0.08
H 5.384857 -3.436104 -3.177206 0.088 0.068 -0.047 0.08
H 6.470075 -0.637124 -2.481937 -0.072 -0.038 0.026 0.11
H 6.268859 -1.306086 -4.085065 -0.254 0.127 0.030 0.12
H 3.955647 -1.392200 -0.244283 0.018 0.056 -0.026 0.10
H 4.085867 0.380697 -0.170722 -0.223 -0.175 -0.032 0.09
H 5.461722 -0.555591 -0.693766 -0.021 -0.214 -0.022 0.07
C 0.176285 -1.761113 -9.135128 0.189 0.065 -0.018 -0.07
C -0.949830 -1.330465 -8.217240 0.161 -0.016 -0.196 -0.23
O -0.459714 -1.029731 -6.904225 -0.311 -0.252 0.358 0.00
C 0.061058 0.159816 -6.540934 0.380 0.329 0.176 -0.51
C 0.404957 1.164379 -7.609010 -0.448 0.359 -0.254 0.01
O 0.308076 0.379350 -5.382984 -0.231 -0.236 -0.644 0.10
H 0.913398 -0.966966 -9.268387 -0.100 0.011 -0.060 0.07
H -0.212604 -2.039638 -10.116459 0.004 0.002 0.048 0.08
H 0.706303 -2.616239 -8.710597 -0.126 -0.001 -0.018 0.08
H -1.525637 -0.494250 -8.620480 0.112 0.032 0.032 0.11
H -1.651613 -2.158404 -8.097193 0.083 0.111 0.237 0.12
H 1.461258 1.066463 -7.863993 -0.065 0.001 0.024 0.10
H 0.221651 2.163186 -7.211796 0.218 -0.124 0.115 0.09
H -0.197314 1.077568 -8.511022 0.148 -0.129 -0.071 0.07
C 6.639223 3.507287 -3.722999 0.119 0.021 -0.167 -0.06
C 6.981415 2.955222 -2.354328 -0.062 0.206 -0.222 -0.23
O 7.943673 1.894993 -2.450174 -0.199 -0.469 0.317 -0.02
C 9.277217 2.078629 -2.518685 0.467 -0.028 -0.229 -0.53
C 9.812585 3.462020 -2.776467 0.045 0.402 0.476 0.01
O 10.018795 1.132308 -2.442484 -0.562 0.157 0.037 0.10
H 7.512965 3.942980 -4.211494 -0.045 0.066 0.091 0.07
H 5.867679 4.275491 -3.645765 0.018 -0.055 0.009 0.08
H 6.277624 2.709289 -4.374902 -0.070 0.026 0.117 0.08
H 7.319561 3.728218 -1.660523 0.085 -0.032 -0.083 0.12
H 6.085628 2.513802 -1.911739 0.205 -0.161 0.003 0.12
H 9.997077 3.579741 -3.845291 -0.013 -0.014 0.067 0.10
H 10.752433 3.572271 -2.234725 0.019 -0.170 -0.218 0.09
H 9.162220 4.261831 -2.428609 -0.091 -0.011 -0.191 0.07
```
Positions in Å, forces in eV/Å.

As for the SMILES: C#CC[C@]1(P(C)CC)OS(=O)(=O)O[C@]1(B(N)O)P(C)C.CCOC(C)=O.CCOC(C)=O.CCOC(C)=O.CCOC(C)=O. The net charge is 0. As for the orbital gap: 0.2783 Eh.


DFT (ωB97M-V/def2-TZVPD) results for 4 unconnected molecules or ions with the total composition C2H12N2O4.

XYZ file:
```
20
Properties=species:S:1:pos:R:3:forces:R:3:lowdin_charge:R:1
N 0.501105 1.320643 -0.212287 0.777 0.751 -1.502 0.02
C -0.317988 1.081248 0.937826 0.045 -0.145 1.469 -0.19
C 0.464657 0.025633 1.756564 -0.315 -0.540 -0.426 -0.50
N 0.986061 0.466250 2.926291 0.239 0.221 1.362 0.16
O 0.841041 -1.034636 1.283318 -0.329 -0.128 0.018 0.02
H 1.513024 1.336764 -0.099170 -0.199 0.599 0.978 0.09
H 0.480982 0.520797 -0.833029 -0.844 -0.182 0.218 0.04
H -0.496712 1.869061 1.683973 0.851 0.836 -0.741 0.10
H -1.355122 1.001501 0.592178 0.279 -1.365 0.030 0.11
H 0.646464 1.234757 3.481412 -0.347 0.213 -0.615 0.10
H 1.595188 -0.117946 3.488728 -0.174 -0.309 -0.658 0.12
O 0.545280 -3.610435 -0.095827 -0.003 -0.216 -0.268 -0.07
H 0.168662 -4.331431 0.416012 0.002 0.142 0.045 0.03
H 0.458634 -2.810774 0.433848 0.058 0.163 0.197 -0.02
O -2.588081 1.119588 -1.939788 0.144 0.425 -0.803 -0.06
H -2.459884 0.556891 -2.712892 -0.023 -0.512 0.222 0.04
H -2.595123 1.978308 -2.392635 -0.040 0.022 0.582 0.05
O 0.531888 -0.157855 -3.306955 0.046 -0.114 0.445 -0.06
H 0.115875 0.391534 -2.632694 -0.147 0.244 -0.256 -0.01
H 0.964048 -0.839898 -2.774875 -0.018 -0.102 -0.296 0.04
```
Positions in Å, forces in eV/Å.

Its energy above the lowest of the compared OMol25 structures with the same formula, charge and spin is 40.3 kcal/mol. As for the SMILES: NCC(N)=O.O.O.O. The net charge is 0. As for the orbital gap: 0.3755 Eh.


DFT (ωB97M-V/def2-TZVPD) results for 2 unconnected molecules or ions with the total composition C2H8NO.

XYZ file:
```
12
Properties=species:S:1:pos:R:3:forces:R:3:lowdin_charge:R:1
O -0.257148 -2.718580 1.252923 -0.156 0.241 0.195 -0.08
H -1.161104 -3.033680 1.523346 1.816 0.039 0.051 0.10
H 0.504489 -3.108512 1.745113 -1.534 -0.033 -0.258 0.09
H 0.929903 1.842347 -1.830300 -0.897 1.281 0.426 0.12
C 0.148881 1.995577 -1.025972 -1.178 0.542 0.582 -0.04
C -0.138216 0.554867 -0.824589 2.008 0.741 2.472 -0.06
N 0.109573 0.037356 0.364386 -1.266 -3.019 -2.404 0.22
H -0.846586 2.609081 -1.284348 2.528 -1.262 0.041 0.16
H 0.613507 2.373333 -0.075686 -0.492 0.101 -1.144 0.10
H -0.163124 0.056917 -1.803298 -0.704 -1.141 1.074 0.16
H 0.185436 0.360097 1.290163 0.216 2.920 0.795 0.13
H 0.074386 -0.968803 0.668262 -0.341 -0.409 -1.829 0.10
```
Positions in Å, forces in eV/Å.

Its energy above the lowest of the compared OMol25 structures with the same formula, charge and spin is 35.5 kcal/mol. The net charge is +1. As for the orbital gap: 0.4071 Eh.


DFT (ωB97M-V/def2-TZVPD) results for a gas-phase ion, C8H13N2O (charge +1).

XYZ file:
```
24
Properties=species:S:1:pos:R:3:forces:R:3:lowdin_charge:R:1
C 0.909891 0.571529 -2.235017 -0.163 -0.358 -0.048 -0.11
C -0.437803 -0.280556 -2.519091 0.307 1.120 -0.550 -0.20
C -1.500526 -0.201777 -1.327883 -0.547 0.581 -1.980 -0.21
O -1.601519 -1.395522 -0.514980 1.671 0.943 0.686 -0.15
C -0.381701 -1.707498 0.158990 0.492 -0.770 0.776 -0.14
C 0.102467 -0.561027 1.176268 -1.786 0.489 0.381 -0.09
C -0.960075 0.184514 1.948487 4.677 2.016 1.310 0.10
C -0.317799 1.257630 2.819129 0.696 -3.082 -2.764 0.07
C 1.187165 1.349781 2.739356 -0.033 0.828 0.750 -0.04
N 2.100614 0.592308 2.032065 -4.023 1.544 1.622 0.12
N 1.453299 -0.304993 1.307087 -1.685 -1.441 -1.064 0.03
H 0.719795 1.699967 -2.271501 0.135 -1.648 0.045 0.09
H 1.335816 0.337151 -1.207223 -0.443 0.280 -1.237 0.04
H 1.714440 0.326169 -3.003067 -1.094 0.344 0.987 0.09
H -0.212822 -1.342299 -2.878070 -0.349 1.360 0.814 0.12
H -0.923546 0.240684 -3.422107 0.615 -0.883 1.316 0.12
H -1.315031 0.757127 -0.742251 -0.105 -1.270 -0.319 0.12
H -2.529749 -0.070991 -1.820368 1.436 -0.420 1.009 0.14
H -0.596563 -2.623130 0.818059 0.204 1.296 -0.939 0.16
H 0.468807 -2.031879 -0.546316 -1.127 0.793 0.867 0.14
H -2.064422 -0.022891 1.887861 1.516 0.130 -0.114 0.15
H -0.902139 1.954139 3.488065 0.857 -0.929 -0.917 0.13
H 1.665392 2.180943 3.366294 -0.664 -1.468 -1.052 0.14
H 2.086005 -0.909380 0.746215 -0.585 0.546 0.418 0.19
```
Positions in Å, forces in eV/Å.

Its energy above the lowest of the compared OMol25 structures with the same formula, charge and spin is 89.5 kcal/mol. As for the SMILES: CCCOCc1cccn[nH+]1. The net charge is +1. As for the orbital gap: 0.3183 Eh.


DFT (ωB97M-V/def2-TZVPD) results for a molecular structure, C3H4BrO2S.

XYZ file:
```
11
Properties=species:S:1:pos:R:3:forces:R:3:lowdin_charge:R:1
C -1.143186 1.023801 2.188601 0.809 -0.421 -1.368 -0.60
C -0.003342 0.300821 -1.577078 2.069 -1.928 -0.508 -0.43
C -1.337515 -0.624620 0.557402 0.129 -1.025 1.524 -1.05
O -0.529314 1.847393 1.619273 0.280 0.876 -0.335 0.08
O -1.633989 0.546326 3.133925 -0.894 -0.701 1.029 0.09
S -0.060780 -1.246141 -0.521227 0.210 1.640 -0.633 0.58
Br -2.980015 -0.473634 -0.500016 -1.245 0.184 -0.426 0.41
H 0.643813 0.024028 -2.445054 -0.630 0.136 0.351 0.02
H 0.503423 1.144086 -1.128266 -0.400 0.168 0.572 0.02
H -1.007689 0.451231 -1.898027 -0.556 0.504 -0.206 -0.06
H -1.591054 -1.531989 1.152527 0.226 0.567 0.001 -0.05
```
Positions in Å, forces in eV/Å.

Its energy above the lowest of the compared OMol25 structures with the same formula, charge and spin is 0.0 kcal/mol. The net charge is -1. As for the orbital gap: 0.2383 Eh.


DFT (ωB97M-V/def2-TZVPD) results for C5H11N in the gas phase.

XYZ file:
```
17
Properties=species:S:1:pos:R:3:forces:R:3:lowdin_charge:R:1
C -1.436249 0.538167 -1.192702 -1.579 1.999 0.126 -0.12
C -0.562433 1.443074 -0.253015 -0.784 0.772 0.320 -0.23
C 0.185646 0.723347 0.844704 0.024 -0.572 2.132 -0.29
N 1.232697 -0.100929 0.296074 0.771 -1.821 -0.299 -0.12
C 0.767711 -1.361249 -0.361132 -1.516 0.163 1.340 -0.16
C 1.473468 -1.405016 0.963746 0.861 -0.378 0.419 -0.16
H -2.049767 1.114262 -1.936867 0.673 0.316 0.756 0.07
H -2.260014 0.126598 -0.567959 0.860 -0.552 -0.405 0.08
H -0.950571 -0.132549 -1.879255 0.483 -0.656 0.509 0.05
H 0.225059 2.025191 -0.754145 -0.407 -0.225 -0.364 0.11
H -1.203512 2.221171 0.275173 0.434 -0.954 -0.854 0.12
H -0.382754 0.073018 1.560090 -0.669 0.339 -0.870 0.11
H 0.608923 1.435892 1.613544 0.008 -0.285 -1.210 0.13
H 1.189562 -1.633731 -1.333738 0.187 0.113 0.573 0.10
H -0.346191 -1.574373 -0.282350 1.521 0.304 -0.137 0.11
H 0.997726 -1.700020 1.946240 -0.353 0.683 -1.415 0.11
H 2.510698 -1.792854 1.061592 -0.513 0.753 -0.622 0.09
```
Positions in Å, forces in eV/Å.

Its energy above the lowest of the compared OMol25 structures with the same formula, charge and spin is 48.6 kcal/mol. As for the SMILES: CCCN1CC1. The net charge is 0. As for the orbital gap: 0.3767 Eh.


The records above give, respectively, highest occupied orbital energy values of -3.38 -8.10 -7.03 -9.59 -16.13 -14.08 -3.01 -9.03 eV.
The records above give, respectively, E_LUMO values of 0.1475 0.0029 0.0199 0.0229 -0.1857 -0.1992 0.1277 0.0447 hartree.
The records above give, respectively, max |F| values of 7.38 2.77 3.11 1.85 4.06 5.26 2.87 2.55 eV/Å.